ORCA calculation (the ωB97M-V functional and the def2-TZVPD basis) on a molecular structure, C27H12Cl5CrN3S2.

Results
⟨S²⟩: 6.033
HOMO energy (alpha / beta) (eV): -1.474 / -1.858
ΔE to the lowest compared entry with this formula, charge and spin (kcal/mol): 13.04
Kohn-Sham gap (alpha / beta) (eV): 5.48 / 5.87
Lowest unoccupied orbital energy (alpha / beta) (eV): 4.010 / 4.010
2S+1: 5
Charge: -2

Last column: Löwdin charge in e.
CARTESIAN COORDINATES (ANGSTROEM)
1 Cr -0.05 0.49 0.56  0.214
2 S 2.54 0.41 0.75  0.502
3 C 2.77 1.16 2.29  -0.739
4 C 4.07 1.57 2.65  -0.089
5 C 4.36 2.17 3.86  -0.221
6 C 5.71 2.55 4.16  -0.205
7 N 6.80 2.83 4.40  0.121
8 C 3.32 2.41 4.78  -0.222
9 C 2.03 2.02 4.43  -0.091
10 C 1.72 1.40 3.22  -0.698
11 S 0.07 0.91 2.96  0.542
12 C 3.56 3.04 6.04  -0.209
13 N 3.74 3.54 7.06  0.119
14 H 4.87 1.38 1.95  0.099
15 H 1.22 2.20 5.13  0.100
16 Cl -3.19 0.97 0.43  0.639
17 C -2.34 2.48 0.16  -0.701
18 C -0.96 2.45 0.11  -0.267
19 C -0.35 3.68 -0.10  -0.697
20 Cl 1.38 3.75 -0.18  0.651
21 C -1.07 4.87 -0.24  -0.710
22 Cl -0.25 6.38 -0.50  0.621
23 C -2.46 4.85 -0.18  -0.718
24 Cl -3.37 6.31 -0.36  0.616
25 C -3.11 3.64 0.02  -0.712
26 Cl -4.84 3.60 0.10  0.617
27 N -0.44 -1.12 -0.52  -0.018
28 C -0.74 -2.01 -1.34  -0.360
29 C -1.16 -1.66 -2.75  -0.168
30 C -2.20 -2.30 -3.42  -0.060
31 C -2.61 -1.87 -4.68  -0.108
32 C -1.98 -0.80 -5.29  -0.121
33 C -0.94 -0.15 -4.63  -0.093
34 C -0.54 -0.57 -3.38  -0.029
35 C -0.72 -3.47 -0.96  -0.159
36 C -0.55 -4.50 -1.88  -0.057
37 C -0.48 -5.83 -1.46  -0.110
38 C -0.58 -6.14 -0.12  -0.124
39 C -0.74 -5.12 0.81  -0.095
40 C -0.80 -3.80 0.40  -0.029
41 H -2.71 -3.13 -2.94  0.108
42 H -3.44 -2.37 -5.17  0.089
43 H -2.30 -0.47 -6.27  0.087
44 H -0.45 0.69 -5.10  0.095
45 H 0.24 -0.06 -2.84  0.110
46 H -0.45 -4.27 -2.93  0.104
47 H -0.33 -6.61 -2.20  0.089
48 H -0.53 -7.17 0.21  0.086
49 H -0.81 -5.35 1.87  0.094
50 H -0.90 -2.99 1.11  0.108



ORCA calculation (the ωB97M-V functional and the def2-TZVPD basis) on a gas-phase ion, C5H8N3 (charge +1) at a distorted geometry.

Results
HOMO energy (eV): -14.724
ΔE to the lowest compared entry with this formula, charge and spin (kcal/mol): 77.40
Kohn-Sham gap (eV): 9.21
Lowest unoccupied orbital energy (eV): -5.510
Charge: +1

Last column: Löwdin charge in e.
CARTESIAN COORDINATES (ANGSTROEM)
1 C 2.47 0.36 0.06  -0.202
2 C -0.23 1.17 -0.06  -0.125
3 C 0.53 -1.22 -0.51  -0.177
4 C -0.10 -1.01 0.89  -0.132
5 C 1.50 -0.12 -0.85  0.016
6 N 3.34 0.67 0.77  0.229
7 N -0.77 0.27 0.75  0.054
8 N -0.62 2.40 -0.26  0.160
9 H 1.10 -2.06 -0.72  0.113
10 H -0.33 -1.20 -1.26  0.159
11 H -0.73 -1.85 0.98  0.122
12 H 0.72 -0.95 1.61  0.135
13 H 1.64 -0.09 -1.93  0.143
14 H -1.60 0.35 1.34  0.180
15 H -0.39 2.82 -1.20  0.166
16 H -1.62 2.56 0.04  0.157



ORCA calculation (the ωB97M-V functional and the def2-TZVPD basis) on C5H6O in the gas phase.

Results
HOMO energy (alpha / beta) (eV): -8.377 / -8.377
ΔE to the lowest compared entry with this formula, charge and spin (kcal/mol): 82.78
Kohn-Sham gap (alpha / beta) (eV): 7.69 / 7.69
Lowest unoccupied orbital energy (alpha / beta) (eV): -0.685 / -0.685
Charge: 0

Last column: Löwdin charge in e.
CARTESIAN COORDINATES (ANGSTROEM)
1 C 0.94 0.02 -0.78  -0.202
2 C 0.12 0.82 0.25  -0.391
3 O -0.82 1.74 -0.27  -0.026
4 C 0.69 -1.45 -0.60  0.054
5 C -0.37 -1.50 0.40  -0.133
6 C -0.59 -0.30 0.98  0.008
7 H 0.68 0.31 -1.81  0.123
8 H 2.02 0.21 -0.71  0.111
9 H 0.76 1.40 0.92  0.152
10 H -1.35 1.26 -0.92  0.100
11 H -0.84 -2.42 0.72  0.086
12 H -1.23 -0.10 1.84  0.118



ORCA calculation (the ωB97M-V functional and the def2-TZVPD basis) on C4H5BrClNS in the gas phase at a distorted geometry.

Results
HOMO energy (eV): -8.411
ΔE to the lowest compared entry with this formula, charge and spin (kcal/mol): 46.32
Kohn-Sham gap (eV): 9.06
SMILES: CN1CC(Br)=C(Cl)S1
Lowest unoccupied orbital energy (eV): 0.648
Charge: 0

Last column: Löwdin charge in e.
CARTESIAN COORDINATES (ANGSTROEM)
1 C 1.47 0.17 -0.90  -0.127
2 N 1.01 0.34 0.46  -0.554
3 C 0.32 -0.73 0.99  -0.166
4 C -1.42 -0.44 0.29  -0.839
5 Br -2.68 -1.66 -0.05  0.787
6 C -1.45 0.87 0.08  -1.068
7 Cl -2.78 1.76 -0.70  0.576
8 S 0.01 1.75 0.51  0.936
9 H 0.53 -0.16 -1.39  0.101
10 H 2.05 0.99 -1.12  0.055
11 H 2.15 -0.61 -0.81  0.069
12 H 0.32 -0.58 2.13  0.136
13 H 0.49 -1.69 0.52  0.095



ORCA calculation (the ωB97M-V functional and the def2-TZVPD basis) on C22H22N2O in the gas phase at a distorted geometry.

Results
HOMO energy (eV): -7.995
ΔE to the lowest compared entry with this formula, charge and spin (kcal/mol): 30.61
Kohn-Sham gap (eV): 7.86
SMILES: Cn1c2ccccc2c(=O)c2ccc(C#CC3(N)CCCCC3)cc21
Lowest unoccupied orbital energy (eV): -0.136
Charge: 0

Last column: Löwdin charge in e.
CARTESIAN COORDINATES (ANGSTROEM)
1 C 1.67 -1.88 2.95  -0.047
2 N 2.01 -2.40 1.62  -0.058
3 C 2.62 -3.66 1.53  -0.146
4 C 2.43 -4.68 2.50  -0.016
5 C 3.05 -5.93 2.38  -0.065
6 C 3.86 -6.21 1.25  -0.076
7 C 4.04 -5.21 0.29  0.006
8 C 3.40 -3.96 0.42  -0.092
9 C 3.65 -2.92 -0.55  -0.326
10 O 4.53 -3.01 -1.38  0.084
11 C 2.72 -1.76 -0.62  -0.066
12 C 2.66 -0.91 -1.74  0.035
13 C 1.70 0.15 -1.73  0.002
14 C 0.92 0.37 -0.58  -0.249
15 C -0.08 1.38 -0.52  0.050
16 C -0.97 2.22 -0.50  0.083
17 C -2.15 3.14 -0.48  -0.533
18 N -1.96 4.18 0.50  0.070
19 C -2.21 3.85 -1.86  -0.147
20 C -3.52 4.66 -2.04  -0.209
21 C -4.73 3.78 -1.83  -0.226
22 C -4.75 3.19 -0.43  -0.204
23 C -3.49 2.34 -0.26  -0.128
24 C 1.03 -0.46 0.49  0.021
25 C 1.88 -1.57 0.49  -0.130
26 H 2.25 -2.40 3.76  0.095
27 H 1.95 -0.77 3.02  0.119
28 H 0.59 -2.04 3.14  0.097
29 H 1.77 -4.57 3.35  0.099
30 H 2.93 -6.72 3.12  0.103
31 H 4.32 -7.17 1.11  0.095
32 H 4.69 -5.42 -0.55  0.119
33 H 3.37 -1.04 -2.51  0.105
34 H 1.69 0.77 -2.61  0.108
35 H -2.74 4.87 0.43  0.080
36 H -1.05 4.62 0.33  0.090
37 H -2.20 3.11 -2.70  0.127
38 H -1.31 4.48 -2.04  0.121
39 H -3.50 5.08 -3.06  0.115
40 H -3.56 5.49 -1.36  0.094
41 H -5.66 4.35 -1.94  0.108
42 H -4.75 3.02 -2.62  0.120
43 H -4.84 3.98 0.37  0.125
44 H -5.63 2.54 -0.32  0.111
45 H -3.59 1.48 -0.92  0.122
46 H -3.49 1.94 0.74  0.108
47 H 0.45 -0.28 1.36  0.104



ORCA calculation (the ωB97M-V functional and the def2-TZVPD basis) on 9 unconnected molecules or ions with the total composition CH20NO9 at a distorted geometry.

Results
HOMO energy (eV): -5.603
ΔE to the lowest compared entry with this formula, charge and spin (kcal/mol): 0.00
Kohn-Sham gap (eV): 8.84
Lowest unoccupied orbital energy (eV): 3.240
Charge: -1

Last column: Löwdin charge in e.
CARTESIAN COORDINATES (ANGSTROEM)
1 N -1.34 2.39 0.30  -0.012
2 C -0.55 1.22 1.00  -0.423
3 O -1.47 0.27 1.36  -0.297
4 H -2.09 2.67 0.90  0.023
5 H -1.89 1.92 -0.50  0.072
6 H 0.21 0.75 0.30  0.084
7 H -0.02 1.80 1.86  0.124
8 H 0.57 -2.35 -1.76  0.051
9 H -0.74 -2.46 -0.95  -0.098
10 O -0.21 -2.96 -1.55  -0.106
11 H 0.32 1.59 -1.38  -0.050
12 H 1.51 2.41 -1.30  0.042
13 O 1.13 1.66 -1.81  -0.053
14 H -0.68 -2.49 2.46  -0.010
15 H -0.93 -1.08 2.21  -0.022
16 O -0.41 -1.68 2.75  -0.033
17 H 0.83 -0.95 1.79  -0.035
18 H 2.12 -1.70 1.24  0.062
19 O 1.73 -0.83 1.47  -0.078
20 H -2.24 -2.37 0.54  -0.025
21 H -1.69 -0.85 0.52  0.024
22 O -1.81 -1.80 0.01  -0.094
23 H 2.11 1.77 0.96  0.027
24 H 1.24 2.84 0.51  -0.014
25 O 2.15 2.60 0.49  -0.048
26 H 2.86 -0.51 -1.03  -0.026
27 H 1.93 -0.17 -2.26  0.057
28 O 2.69 -0.74 -1.91  -0.087
29 H -1.99 -1.05 -2.14  0.042
30 H -1.46 0.20 -1.61  -0.033
31 O -1.87 -0.10 -2.42  -0.065